Formula: C38H35N5NaPS6Se2
Source: the Open Molecules 2025 dataset
Level of theory: ωB97M-V/def2-TZVPD

Output
molecular weight	966.02	g/mol
ΔE to the lowest compared entry with this formula, charge and spin	12.5	kcal per mole
HOMO energy (alpha / beta)	-3.84 / -4.45	eV
calculated total energy	-9438.59739	Ha
orbital gap (alpha / beta)	0.208 / 0.223	hartree

```
! RIJCOSX wB97M-V def2-TZVPD def2/J DEFGRID3
* xyz -1 2
Na 0.0908 -0.6878 0.8430
Se 0.4652 3.1643 3.4455
Se 1.9260 0.3145 4.4412
C 0.2133 -0.4970 4.4013
C -0.3157 -0.9114 5.6258
C -1.5332 -1.5613 5.6388
C -2.1918 -1.7892 4.4364
C -1.5980 -1.3279 3.2784
N -0.4228 -0.6788 3.2465
C 2.0843 2.9749 2.5274
C 2.7604 4.1495 2.1455
C 3.7888 4.1659 1.2391
C 4.1516 2.9569 0.6359
C 3.5701 1.8010 1.0508
N 2.6346 1.7548 2.0718
H 0.2372 -0.7224 6.5358
H -1.9620 -1.9041 6.5730
H -3.1294 -2.3285 4.3929
H -2.0803 -1.4877 2.3177
H 2.3718 5.0705 2.5541
H 4.2678 5.0978 0.9596
H 4.8981 2.9123 -0.1461
H 3.8459 0.8367 0.6570
N 0.0753 2.4635 0.2571
C 0.7265 2.9824 -0.8435
C 1.2740 4.2746 -0.8007
C 1.9284 4.7930 -1.8998
C 2.0533 4.0505 -3.0739
C 1.5418 2.7646 -3.1089
C 0.9006 2.2096 -2.0033
P 0.2706 0.4926 -1.9601
C -1.0014 0.6582 -3.2949
C -2.2267 1.2177 -2.9236
C -3.2328 1.4201 -3.8582
C -3.0319 1.0601 -5.1850
C -1.8203 0.5020 -5.5650
C -0.8083 0.3084 -4.6300
C 1.6084 -0.4577 -2.7808
C 1.3101 -1.7158 -3.3081
C 2.3122 -2.5261 -3.8208
C 3.6317 -2.0933 -3.8104
C 3.9430 -0.8518 -3.2755
C 2.9393 -0.0435 -2.7527
H -0.0750 3.0567 1.0590
H -0.5823 1.7102 0.1173
H 1.1804 4.8515 0.1136
H 2.3394 5.7959 -1.8497
H 2.5451 4.4700 -3.9429
H 1.6401 2.1731 -4.0130
H -2.3932 1.4867 -1.8854
H -4.1779 1.8506 -3.5467
H -3.8139 1.2176 -5.9185
H -1.6564 0.2156 -6.5984
H 0.1341 -0.1154 -4.9480
H 0.2890 -2.0729 -3.3016
H 2.0635 -3.5087 -4.2057
H 4.4178 -2.7326 -4.1969
H 4.9719 -0.5092 -3.2600
H 3.1969 0.9101 -2.3082
C -4.8599 1.3703 2.9541
C -4.1053 0.7060 1.8495
C -4.4621 -0.2745 0.9534
C -3.3123 -0.5187 0.1616
N -2.3195 0.2802 0.5431
N -2.8312 1.0171 1.5581
C -3.1781 -1.5104 -0.9470
H -5.9277 1.2091 2.8255
H -4.6702 2.4446 2.9708
H -4.5665 0.9640 3.9248
H -5.4165 -0.7743 0.8827
H -2.2219 1.6497 2.0572
H -4.0871 -1.5264 -1.5512
H -3.0043 -2.5129 -0.5520
H -2.3319 -1.2722 -1.5847
S 2.6274 -0.9751 1.7515
C 2.2608 0.4654 2.5592
C 0.7077 -4.0214 3.6303
S -0.7653 -4.5039 2.6833
C -0.0621 -5.2969 1.2995
C 0.2140 -4.7012 0.1073
S 0.1424 -3.0619 -0.3762
S 0.7510 -5.8524 -1.1193
C 0.6846 -7.3150 -0.2064
S 1.0740 -8.8030 -0.8134
S 0.1712 -7.0335 1.4042
H 0.3499 -3.5990 4.5718
H 1.2713 -3.2666 3.0828
H 1.3215 -4.8984 3.8318
*
```

These are the Mulliken partial charges, in e, on atoms 1 to 6:
1. Na 1.010
2. Se -0.313
3. Se 0.144
4. C -0.013
5. C -0.811
6. C -0.486